Computed, not measured: a structure of composition C21H53Li2N3O3 in a non-equilibrium geometry, with the ωB97M-V functional and the def2-TZVPD basis.

```
82
Properties=species:S:1:pos:R:3:forces:R:3
Li 1.78168 -1.37542 1.60113 0.09 0.63 -0.75
Li 2.27312 0.80725 -1.40236 -0.16 -0.53 0.67
O 0.91555 -1.72455 -1.15850 0.46 0.46 0.35
H 0.59174 -2.41593 -1.76814 0.38 0.61 0.54
O 2.75048 1.23016 1.35470 -0.53 -0.93 -0.13
H 2.55693 1.76446 2.14942 0.06 -0.38 -0.78
C -6.43573 5.64815 -1.60023 -0.78 2.06 0.23
C -6.00060 4.29875 -1.22124 0.10 -1.07 0.82
N -4.65380 4.34528 -0.68776 1.23 -0.09 -1.85
C -4.34997 5.10728 0.55949 -1.12 -1.82 -0.61
C -4.72851 4.26385 1.76490 0.75 -0.86 1.15
C -3.83305 3.16526 -1.10752 0.08 1.17 0.67
C -2.31870 3.31293 -0.93496 -0.01 0.19 1.14
H -7.39220 5.71638 -2.11850 -0.01 -0.27 -0.11
H -5.66292 6.12862 -2.20025 -0.03 -0.19 -0.29
H -6.53363 6.31422 -0.74298 -0.11 0.00 0.19
H -6.62275 3.73989 -0.52216 -0.81 0.44 0.50
H -6.17448 3.68379 -2.10424 1.19 -0.28 -0.26
H -3.29078 5.34345 0.45726 -0.19 0.43 0.60
H -5.02475 5.95295 0.69219 0.57 0.54 -0.92
H -4.52268 4.64097 2.76664 0.25 0.84 -0.09
H -5.79579 4.05018 1.82280 -0.02 -0.19 -0.50
H -4.14880 3.34116 1.79061 -0.27 -0.39 -0.31
H -3.96675 2.94424 -2.16645 -0.62 0.28 -0.03
H -4.19765 2.30684 -0.54335 0.28 -0.52 0.03
H -1.82391 4.15851 -1.41274 -0.48 0.04 -0.58
H -1.80348 2.39553 -1.21965 -0.09 -0.02 -0.05
H -2.09252 3.49619 0.11546 0.10 -0.31 0.24
C 5.23944 0.40907 -2.97622 -0.33 -0.88 0.23
C 4.65439 1.18820 -4.15244 1.25 0.33 1.26
N 3.66122 2.14281 -3.69726 -1.90 1.18 -0.28
C 2.68595 2.63430 -4.77224 0.68 -0.04 0.59
C 1.62943 1.61991 -5.09203 -0.50 0.44 -0.04
C 4.33413 3.29710 -3.08287 -1.17 1.16 1.27
C 3.35569 4.27559 -2.25344 -0.09 -0.63 -1.79
H 6.23719 0.09233 -3.28001 -0.17 -0.74 0.00
H 4.57726 -0.41143 -2.69981 0.29 -0.40 0.03
H 5.45263 0.94977 -2.05411 -0.39 0.55 -0.18
H 5.59830 1.67284 -4.40196 -0.27 0.78 -1.41
H 4.32078 0.51655 -4.94344 -0.11 0.21 0.10
H 2.11611 3.51186 -4.46685 0.52 0.08 0.66
H 3.21878 2.98382 -5.65657 0.38 -0.24 -0.23
H 0.98904 1.53654 -4.21393 0.50 -1.15 0.46
H 0.84607 2.05142 -5.71512 0.48 0.07 -0.90
H 2.06988 0.73213 -5.54586 -0.62 -0.30 0.37
H 4.81948 3.89966 -3.85064 0.13 0.17 -0.23
H 5.12592 2.95320 -2.41735 -0.16 -0.08 0.00
H 3.85448 5.09965 -1.74332 0.25 -0.53 0.32
H 2.58123 3.78364 -1.66496 0.69 -0.41 0.71
H 2.68544 4.79052 -2.94171 0.27 0.20 -0.51
C 0.52958 -2.05177 4.99099 -0.64 0.40 0.70
C 1.10476 -3.45187 4.71960 0.17 1.75 -0.53
N 2.29241 -3.36652 3.83883 1.02 0.64 -0.78
C 2.86918 -4.67018 3.43537 -0.55 0.61 0.51
C 1.94751 -5.55419 2.67888 -1.05 0.11 -0.34
C 3.42360 -2.44459 4.26647 -1.08 -0.17 1.07
C 4.22583 -2.99045 5.44436 0.09 -0.70 -0.08
H 1.00511 -1.42195 5.74284 0.65 -0.14 -0.22
H -0.47803 -2.10657 5.40307 -0.18 -0.56 0.04
H 0.35383 -1.44984 4.09942 0.45 -0.09 -0.29
H 1.28214 -3.96091 5.66696 0.05 -0.28 0.06
H 0.26995 -3.89416 4.17594 0.46 -0.77 -0.06
H 3.20459 -5.24720 4.29714 0.66 0.17 0.19
H 3.63855 -4.49048 2.68446 0.60 0.35 0.66
H 1.47835 -4.90644 1.93833 0.04 -0.42 -0.62
H 1.11903 -5.98865 3.23832 0.22 -0.17 0.24
H 2.59162 -6.32813 2.26146 -0.53 -0.16 -0.34
H 4.07500 -2.15202 3.44294 -0.06 -0.60 -0.34
H 3.03762 -1.48039 4.59728 -0.55 -0.08 -0.12
H 4.86674 -3.81546 5.13342 0.38 0.23 -0.07
H 4.80221 -2.22219 5.95977 0.08 -0.05 -0.17
H 3.58070 -3.47339 6.17833 -0.30 0.31 0.14
C -4.96438 -6.43564 -1.47286 0.71 -0.75 0.85
C -4.46523 -6.53187 -0.00673 -3.04 -0.34 1.21
O -5.28679 -6.54019 0.93826 1.87 0.00 -2.44
C -3.02065 -6.53646 0.28998 0.99 0.52 -0.24
H -4.74324 -5.43041 -1.83160 -0.57 0.16 0.04
H -5.99283 -6.79175 -1.53255 -0.07 0.71 0.08
H -4.40586 -7.07880 -2.15291 0.37 -0.18 0.20
H -2.47118 -5.96755 -0.46004 -0.07 0.48 0.06
H -2.50256 -7.49217 0.21056 -0.52 -0.39 0.32
H -2.91650 -6.09766 1.28230 0.35 -0.20 -0.08
```
Forces are in eV/Å.

Values from the calculation:
HOMO-LUMO gap   7.6 eV
Energy relative to the best compared isomer or geometry (same formula, charge and spin)   0.0 kJ/mol
M   409.55 Da
LUMO   0.34 eV
E   -33654.791 eV